The following is a quantum chemistry calculation of the molecule C4H5N3S at a distorted geometry, from the OMol25 dataset.

```
13
Properties=species:S:1:pos:R:3:nbo_charge:R:1
C 0.173 -0.742 -0.582 0.036
N -1.219 -1.785 -2.534 -0.268
N -0.661 1.407 2.239 -0.651
H -0.927 2.210 1.716 0.338
C -0.549 -1.327 -1.693 0.240
C -0.402 0.427 1.467 0.281
H 1.836 -1.926 -1.002 0.226
N -0.434 0.309 0.098 -0.583
H -0.106 -0.554 1.863 0.171
H 2.080 -0.784 0.450 0.223
H -0.058 2.382 -0.858 0.109
C 1.413 -1.179 -0.338 -0.337
S -1.146 1.562 -0.826 0.215
```

As for the HOMO energy: -9.731 eV. As for the energy above the lowest of the compared OMol25 structures with the same formula, charge and spin: 54.4 kcal/mol. The SMILES is [H]/N=C\N(S)C(=C)C#N. The calculation puts the electronic energy at -717.8069 hartree. For the HOMO-LUMO gap, the calculation gives 9.72 eV. As for the multiplicity: 1.